1.
Entry from the OMol25 dataset: a molecular structure, C4H2FO2 in a non-equilibrium geometry (the ωB97M-V functional and the def2-TZVPD basis).

CARTESIAN COORDINATES (ANGSTROEM)
F  -0.054  -1.550  -1.359
O  3.652  0.616  0.861
O  3.400  -0.652  -1.019
C  1.228  -0.311  0.212
C  3.138  -0.042  -0.008
C  0.015  0.237  0.413
C  0.060  -1.144  -0.061
H  -0.585  1.053  0.771
H  0.083  -2.118  0.466

Computed properties:
Molar mass   101.06 g mol⁻¹
Energy above the lowest of the compared OMol25 structures with the same formula, charge and spin   17.0 kcal/mol
Charge   -1
Calculated total energy   -10991.200 eV
LUMO energy   4.36 eV
HOMO energy   -4.2468 eV

=====

2.
Entry from the OMol25 dataset: a gas-phase ion, C5H9INO2 (charge -1) (the ωB97M-V functional and the def2-TZVPD basis).

CARTESIAN COORDINATES (ANGSTROEM)
I  0.752  -2.277  -0.784
O  3.095  -0.626  1.436
O  1.237  -0.275  2.668
N  1.009  0.720  -0.436
C  -0.010  -0.265  -0.310
C  1.635  1.142  0.827
C  -2.515  -0.543  -0.584
C  -1.219  -0.037  -1.236
C  2.053  -0.020  1.753
H  0.941  1.803  1.343
H  -1.288  1.034  -1.419
H  -2.300  -1.426  0.018
H  2.529  1.713  0.576
H  -3.261  -0.823  -1.325
H  -1.076  -0.537  -2.189
H  -0.356  -0.281  0.720
H  1.695  0.479  -1.133
H  -2.924  0.220  0.076

Computed properties:
Molar mass   242.04 g mol⁻¹
Energy above the lowest of the compared OMol25 structures with the same formula, charge and spin   0.0 kcal/mol
Charge   -1
Structure (SMILES)   CC[C@@H](I)NCC(=O)[O-]
Calculated total energy   -19018.296 eV
LUMO energy   2.97 eV
HOMO energy   -4.0537 eV

=====

3.
Entry from the OMol25 dataset: C8H11N3 in the gas phase in a non-equilibrium geometry (the ωB97M-V functional and the def2-TZVPD basis).

CARTESIAN COORDINATES (ANGSTROEM)
N  0.061  -0.911  1.673
N  0.711  -0.452  -0.453
N  -1.014  -0.268  1.386
C  -0.144  0.580  -0.588
C  -2.228  -0.824  1.959
C  -0.218  1.330  -1.777
C  1.273  -0.196  1.928
C  -1.061  0.720  0.482
C  1.446  -0.118  -2.697
C  1.442  -0.801  -1.493
C  0.599  0.982  -2.827
H  1.466  -0.316  2.999
H  -1.917  1.370  0.435
H  -3.065  -0.751  1.267
H  1.223  0.868  1.682
H  2.078  -1.662  -1.332
H  2.094  -0.421  -3.505
H  2.100  -0.645  1.388
H  -0.926  2.140  -1.856
H  -2.019  -1.867  2.193
H  0.576  1.544  -3.749
H  -2.478  -0.301  2.884

Computed properties:
Molar mass   149.20 g mol⁻¹
Energy above the lowest of the compared OMol25 structures with the same formula, charge and spin   61.7 kcal/mol
Calculated total energy   -12941.400 eV
LUMO energy (spin up / spin down)   0.71 / 0.70 eV
HOMO energy (spin up / spin down)   -6.9144 / -6.9173 eV

=====

4.
Entry from the OMol25 dataset: 2 unconnected molecules or ions with the total composition C3H10N2O in a non-equilibrium geometry (the ωB97M-V functional and the def2-TZVPD basis).

CARTESIAN COORDINATES (ANGSTROEM)
O  -1.599  -0.901  0.254
N  -0.548  -0.028  -1.634
N  0.819  -0.102  0.673
C  0.370  -0.801  1.603
C  1.855  0.888  0.710
C  -1.844  -0.164  -0.814
H  -2.112  0.903  -0.637
H  1.354  1.855  0.660
H  -0.529  -1.350  1.430
H  -2.594  -0.574  -1.527
H  0.218  -0.063  -0.212
H  -0.721  0.540  -2.468
H  2.423  0.795  -0.198
H  0.881  -0.834  2.564
H  -0.446  -0.965  -1.994
H  2.473  0.801  1.589

Computed properties:
Molar mass   90.13 g mol⁻¹
Energy above the lowest of the compared OMol25 structures with the same formula, charge and spin   83.3 kcal/mol
Calculated total energy   -8297.893 eV
LUMO energy   0.59 eV
HOMO energy   -7.2591 eV